1.
DFT (ωB97M-V/def2-TZVPD) results for a cluster of 11 separate species, C48H95ClF6N15O12S6 in total at a distorted geometry.

Cartesian coordinates (Å):
C: 7.982 -0.058 -0.296
C: 6.844 -0.514 0.557
C: 7.165 -0.282 2.059
C: 6.092 -0.895 3.018
N: 6.439 -0.857 4.549
C: 7.714 -1.674 4.949
C: 8.171 -1.121 6.257
C: 7.955 0.423 6.172
C: 6.852 0.535 5.101
C: 5.186 -1.476 5.260
H: 7.989 1.031 -0.248
H: 7.862 -0.413 -1.320
H: 8.889 -0.411 0.193
H: 6.506 -1.538 0.400
H: 6.000 0.098 0.240
H: 7.105 0.801 2.164
H: 8.203 -0.455 2.343
H: 6.149 -1.970 2.846
H: 5.151 -0.369 2.851
H: 7.482 -2.731 5.082
H: 8.467 -1.497 4.181
H: 7.567 -1.476 7.092
H: 9.226 -1.349 6.409
H: 7.483 0.854 7.056
H: 8.850 1.005 5.952
H: 6.020 1.184 5.374
H: 7.310 1.081 4.277
H: 4.971 -2.491 4.928
H: 4.315 -0.826 5.180
H: 5.380 -1.625 6.322
C: -4.036 0.779 0.339
C: -3.359 0.575 1.721
C: -1.987 1.198 1.947
C: -1.090 0.820 0.756
N: 0.481 0.851 1.085
C: 1.355 0.305 -0.030
C: 2.681 -0.244 0.575
C: 2.332 -0.405 2.128
C: 0.828 -0.091 2.302
C: 0.904 2.321 1.435
H: -4.431 -0.171 -0.021
H: -3.371 1.205 -0.412
H: -4.885 1.459 0.407
H: -3.186 -0.483 1.919
H: -4.043 0.919 2.497
H: -1.520 0.910 2.889
H: -2.165 2.271 2.004
H: -1.248 1.535 -0.051
H: -1.234 -0.183 0.355
H: 1.549 1.128 -0.717
H: 0.832 -0.481 -0.574
H: 3.430 0.494 0.289
H: 2.989 -1.219 0.199
H: 2.831 0.350 2.735
H: 2.611 -1.397 2.482
H: 0.578 0.323 3.279
H: 0.233 -0.992 2.151
H: 0.576 2.935 0.596
H: 1.984 2.311 1.581
H: 0.601 2.662 2.425
C: 1.518 -3.987 -0.727
C: 2.226 -5.013 -1.604
N: 2.065 -6.334 -1.006
C: 2.742 -6.802 0.079
C: 2.219 -8.072 0.393
N: 1.180 -8.273 -0.553
C: 1.153 -7.209 -1.388
C: 0.258 -9.406 -0.660
H: 0.442 -4.161 -0.731
H: 1.733 -2.966 -1.043
H: 1.843 -4.127 0.304
H: 3.291 -4.799 -1.687
H: 1.822 -4.984 -2.616
H: 3.592 -6.278 0.490
H: 2.379 -8.759 1.211
H: 0.479 -7.003 -2.206
H: 0.371 -10.024 0.231
H: 0.440 -9.862 -1.634
H: -0.724 -8.965 -0.829
C: -2.721 2.951 -8.719
C: -3.150 3.940 -7.638
N: -3.788 3.234 -6.530
C: -5.119 2.759 -6.538
C: -5.443 2.101 -5.319
N: -4.258 2.118 -4.601
C: -3.274 2.862 -5.325
C: -4.099 1.639 -3.257
H: -2.136 2.111 -8.345
H: -1.989 3.401 -9.390
H: -3.562 2.507 -9.253
H: -3.784 4.749 -7.999
H: -2.250 4.397 -7.226
H: -5.786 2.938 -7.369
H: -6.406 1.667 -5.096
H: -2.284 3.079 -4.954
H: -4.549 0.646 -3.226
H: -4.672 2.158 -2.489
H: -3.050 1.612 -2.961
C: -2.989 3.854 6.112
C: -2.526 2.597 5.365
N: -1.104 2.536 5.359
C: -0.228 3.270 4.637
C: 1.083 2.894 5.059
N: 0.976 1.951 6.063
C: -0.360 1.689 6.163
C: 2.062 1.371 6.778
H: -2.404 4.772 6.082
H: -2.839 3.648 7.172
H: -4.030 4.040 5.846
H: -2.800 2.597 4.310
H: -2.896 1.638 5.728
H: -0.605 4.087 4.039
H: 1.997 3.424 4.833
H: -0.797 0.917 6.778
H: 3.069 1.568 6.411
H: 1.891 0.325 7.033
H: 2.101 1.860 7.751
C: -2.104 -2.722 -1.449
C: -3.078 -2.761 -2.604
N: -2.522 -2.940 -3.963
C: -2.911 -2.278 -5.110
C: -2.233 -2.801 -6.181
N: -1.275 -3.631 -5.690
C: -1.493 -3.783 -4.366
C: -0.207 -4.346 -6.410
H: -1.381 -1.907 -1.409
H: -1.584 -3.676 -1.363
H: -2.681 -2.628 -0.529
H: -3.661 -1.841 -2.550
H: -3.734 -3.620 -2.460
H: -3.720 -1.562 -5.097
H: -2.275 -2.725 -7.257
H: -0.937 -4.445 -3.719
H: 0.582 -4.668 -5.731
H: 0.228 -3.534 -6.993
H: -0.688 -5.090 -7.046
C: 4.014 4.495 -3.647
C: 3.427 3.551 -2.583
N: 2.984 4.183 -1.323
C: 3.556 4.094 -0.061
C: 2.766 4.970 0.769
N: 1.780 5.532 0.011
C: 1.986 5.111 -1.253
C: 0.823 6.600 0.464
H: 4.836 5.089 -3.246
H: 3.221 5.195 -3.908
H: 4.393 4.005 -4.544
H: 4.196 2.817 -2.343
H: 2.531 3.002 -2.874
H: 4.483 3.582 0.150
H: 2.917 5.193 1.814
H: 1.392 5.433 -2.096
H: 0.583 7.253 -0.375
H: 1.304 7.150 1.274
H: -0.089 6.246 0.945
Cl: 3.924 -3.965 2.279
N: -6.529 -4.113 1.785
S: -6.434 -3.278 0.372
O: -7.507 -2.343 -0.018
O: -5.747 -3.997 -0.692
F: -5.316 -2.208 0.863
S: -7.663 -4.985 1.286
O: -7.350 -6.192 0.487
O: -8.975 -4.302 1.074
F: -7.989 -5.697 2.719
N: -5.984 -0.727 -4.465
S: -7.196 -1.228 -3.457
O: -7.360 -2.655 -3.198
O: -8.389 -0.366 -3.518
F: -6.487 -0.665 -2.104
S: -6.528 -1.196 -5.727
O: -7.728 -0.548 -6.249
O: -6.299 -2.596 -6.092
F: -5.328 -0.487 -6.636
N: -5.030 5.833 0.972
S: -5.300 4.647 1.738
O: -4.414 4.105 2.736
O: -6.175 3.649 1.185
F: -6.351 5.326 2.714
S: -4.043 4.962 -0.126
O: -4.752 4.189 -1.162
O: -2.761 4.444 0.361
F: -3.589 6.300 -0.920

Output
- maximum force (eV/A) = 14.2
- HOMO energy (spin up / spin down) (eV) = -15.2 / -15.2
- 2S+1 = 2
- ⟨S²⟩ = 0.76
- net charge = +4
- gap between HOMO and LUMO (spin up / spin down) (eV) = 6.859 / 3.969

2.
DFT (ωB97M-V/def2-TZVPD) results for a structure of composition C41H37EuF5P2 at a distorted geometry.

Cartesian coordinates (Å):
Eu: -2.768 1.029 -0.828
C: 2.503 0.670 0.367
C: 2.478 1.498 -0.678
C: 2.839 1.237 -2.119
C: 1.715 0.587 -2.977
C: 1.397 -0.832 -2.598
C: 1.938 -1.590 -1.646
C: 3.241 -1.445 -0.903
C: 3.096 -0.705 0.445
C: -3.182 -1.291 -1.169
H: 2.177 1.052 1.349
H: 2.201 2.552 -0.477
H: 3.750 0.635 -2.229
H: 3.059 2.221 -2.569
H: 0.799 1.192 -2.884
H: 2.016 0.657 -4.041
H: 0.505 -1.211 -3.121
H: 1.416 -2.515 -1.361
H: 4.083 -1.028 -1.467
H: 3.548 -2.468 -0.655
H: 2.514 -1.342 1.135
H: 4.099 -0.610 0.892
H: -3.318 -1.837 -0.222
H: -2.367 -1.733 -1.752
H: -4.124 -1.267 -1.745
P: -3.173 5.227 -6.664
P: -4.070 2.550 -8.087
C: -2.146 4.514 -8.012
C: -2.613 3.442 -8.692
C: -3.226 6.973 -7.270
C: -2.288 7.530 -8.159
C: -2.393 8.877 -8.538
C: -3.450 9.662 -8.065
C: -4.423 9.086 -7.233
C: -4.323 7.752 -6.849
C: -1.910 5.210 -5.334
C: -1.573 3.951 -4.803
C: -0.602 3.853 -3.810
C: 0.046 5.011 -3.353
C: -0.299 6.264 -3.878
C: -1.292 6.373 -4.857
C: -4.812 2.319 -9.790
C: -5.285 3.470 -10.442
C: -5.764 3.391 -11.752
C: -5.794 2.153 -12.414
C: -5.358 1.001 -11.755
C: -4.888 1.074 -10.435
C: -3.300 0.906 -7.823
C: -4.091 -0.032 -7.131
C: -3.638 -1.340 -6.985
C: -2.390 -1.716 -7.504
C: -1.585 -0.765 -8.144
C: -2.026 0.554 -8.287
H: -1.177 4.987 -8.225
H: -2.161 3.086 -9.626
H: -1.481 6.926 -8.564
H: -1.636 9.299 -9.210
H: -3.517 10.708 -8.365
H: -5.260 9.696 -6.891
H: -5.088 7.306 -6.222
H: -2.056 3.055 -5.192
H: -0.344 2.876 -3.397
H: 0.825 4.930 -2.589
H: 0.207 7.162 -3.521
H: -1.559 7.347 -5.258
H: -5.262 4.433 -9.923
H: -6.124 4.293 -12.250
H: -6.164 2.097 -13.442
H: -5.390 0.034 -12.261
H: -4.576 0.167 -9.929
H: -5.052 0.266 -6.721
H: -4.257 -2.079 -6.475
H: -2.042 -2.748 -7.418
H: -0.608 -1.043 -8.540
H: -1.385 1.290 -8.756
F: -1.881 1.858 2.226
C: -1.351 0.584 2.393
C: -1.413 -0.317 1.353
C: -0.688 -1.485 1.533
F: -0.390 -2.299 0.470
C: -0.018 -1.805 2.741
F: 0.733 -2.930 2.824
C: 0.019 -0.883 3.787
F: 0.792 -1.092 4.878
C: -0.676 0.313 3.609
F: -0.658 1.223 4.599

Output
- maximum force (eV/A) = 1.8
- HOMO energy (spin up / spin down) (eV) = -7.5 / -7.5
- 2S+1 = 8
- ⟨S²⟩ = 15.76
- gap between HOMO and LUMO (spin up / spin down) (eV) = 6.426 / 6.508

3.
DFT (ωB97M-V/def2-TZVPD) results for the molecule C2H2FNO2 at a distorted geometry.

Cartesian coordinates (Å):
C: -0.141 -0.118 -0.039
C: -1.392 -0.535 0.001
F: -1.852 -1.800 0.019
N: -2.617 0.364 0.011
O: -2.367 1.550 0.015
O: -3.691 -0.146 -0.028
H: 0.738 -0.872 -0.008
H: -0.039 0.897 -0.016

Output
- maximum force (eV/A) = 3.9
- HOMO energy (eV) = -11.3
- SMILES = C=C(F)[N+](=O)[O-]
- gap between HOMO and LUMO (eV) = 10.717

4.
DFT (ωB97M-V/def2-TZVPD) results for a cluster of 3 separate species, C5H13NO2 in total at a distorted geometry.

Cartesian coordinates (Å):
N: -0.410 -2.292 0.130
C: -1.187 -1.140 0.319
C: 0.012 1.872 2.122
C: -0.881 2.187 1.148
C: -1.176 1.419 -0.018
C: -0.523 0.151 -0.312
H: 1.740 -0.577 -1.107
H: 0.100 -2.109 -0.735
H: -1.505 -0.961 1.348
H: -2.177 -1.146 -0.177
H: 0.345 2.527 2.915
H: 0.406 0.326 0.252
H: -1.466 3.094 1.199
H: -2.114 1.764 -0.459
H: -0.238 -0.004 -1.358
H: 3.122 0.135 -0.920
H: 0.458 0.879 2.138
O: 2.379 -0.194 -0.408
H: 0.276 -2.427 0.861
H: 0.609 -0.856 -3.066
O: 0.832 -1.227 -2.202

Output
- maximum force (eV/A) = 4.3
- HOMO energy (eV) = -8.1
- gap between HOMO and LUMO (eV) = 5.179

5.
DFT (ωB97M-V/def2-TZVPD) results for the molecule CH4N2OS at a distorted geometry.

Cartesian coordinates (Å):
O: -2.008 -0.357 0.186
N: -0.729 -0.417 -0.322
C: -0.089 0.785 -0.086
N: 1.121 0.973 -0.041
S: 2.094 -0.530 -0.049
H: -2.563 -0.876 -0.415
H: -0.290 -1.205 0.287
H: -0.735 1.625 -0.015
H: 3.199 0.003 0.456

Output
- maximum force (eV/A) = 4.5
- HOMO energy (eV) = -9.1
- SMILES = ON/C=N\S
- gap between HOMO and LUMO (eV) = 9.806

6.
DFT (ωB97M-V/def2-TZVPD) results for a cluster of 8 separate species, C33H64ClN7O9 in total at a distorted geometry.

Cartesian coordinates (Å):
C: -1.374 0.349 4.242
C: -2.271 -0.274 3.130
C: -2.329 0.750 1.937
C: -2.380 -0.056 0.634
C: -3.411 -0.814 0.264
C: -4.716 -0.968 1.045
C: -5.631 0.313 1.129
C: -5.780 0.867 2.588
Cl: -5.154 1.616 -0.037
C: -3.283 -1.598 -1.043
O: -4.202 -1.783 -1.778
C: -1.877 -2.128 -1.324
C: -0.857 -1.374 -0.964
C: -1.210 -0.034 -0.347
O: -0.663 1.001 -0.609
H: -0.354 0.401 3.835
H: -1.399 -0.224 5.182
H: -1.703 1.394 4.378
H: -3.278 -0.510 3.501
H: -1.796 -1.217 2.805
H: -3.156 1.463 2.029
H: -1.362 1.284 1.932
H: -4.550 -1.408 2.040
H: -5.314 -1.722 0.498
H: -6.651 0.012 0.842
H: -5.220 1.803 2.740
H: -5.388 0.110 3.287
H: -6.850 1.063 2.772
H: -1.705 -3.101 -1.791
H: 0.192 -1.677 -1.096
C: 2.650 1.788 7.440
N: 2.223 1.718 6.057
C: 2.989 0.914 5.121
C: 1.133 2.378 5.606
O: 0.730 2.355 4.460
H: 3.661 2.198 7.489
H: 2.647 0.785 7.873
H: 1.981 2.425 8.017
H: 3.354 1.547 4.311
H: 2.346 0.143 4.693
H: 3.831 0.447 5.628
H: 0.621 2.958 6.392
C: -1.401 2.963 -2.639
N: -0.915 3.741 -3.767
C: 0.351 4.439 -3.646
C: -1.599 3.836 -4.925
O: -1.239 4.472 -5.900
H: -1.527 3.620 -1.776
H: -0.679 2.189 -2.398
H: -2.357 2.497 -2.874
H: 0.192 5.509 -3.795
H: 1.040 4.082 -4.413
H: 0.780 4.268 -2.661
H: -2.545 3.270 -4.916
C: 3.524 1.627 -1.855
N: 3.360 0.182 -1.856
C: 4.524 -0.660 -1.637
C: 2.170 -0.400 -2.053
O: 1.967 -1.609 -2.066
H: 4.221 1.911 -2.636
H: 3.918 1.944 -0.888
H: 2.570 2.122 -2.030
H: 4.666 -1.316 -2.497
H: 4.361 -1.280 -0.754
H: 5.412 -0.047 -1.495
H: 1.355 0.326 -2.208
C: 8.190 5.223 -0.725
N: 7.388 4.276 -1.475
C: 8.023 3.086 -2.015
C: 6.070 4.462 -1.688
O: 5.349 3.701 -2.308
H: 8.993 5.603 -1.361
H: 8.625 4.724 0.143
H: 7.580 6.058 -0.386
H: 7.905 3.072 -3.100
H: 7.540 2.197 -1.604
H: 9.080 3.076 -1.762
H: 5.685 5.392 -1.238
C: -11.111 -1.512 1.480
N: -10.229 -0.818 2.398
C: -9.993 -1.385 3.715
C: -9.618 0.339 2.071
O: -8.869 0.963 2.800
H: -12.104 -1.598 1.925
H: -10.717 -2.511 1.283
H: -11.189 -0.970 0.539
H: -10.305 -0.672 4.479
H: -8.926 -1.580 3.841
H: -10.550 -2.312 3.830
H: -9.862 0.685 1.053
C: 3.966 -4.049 -6.688
N: 4.776 -3.407 -5.672
C: 5.303 -2.077 -5.926
C: 5.058 -4.004 -4.495
O: 5.731 -3.514 -3.608
H: 4.549 -4.153 -7.606
H: 3.084 -3.436 -6.890
H: 3.644 -5.035 -6.357
H: 6.393 -2.102 -5.873
H: 4.936 -1.389 -5.162
H: 4.992 -1.731 -6.909
H: 4.612 -5.008 -4.402
C: 1.943 -5.076 -0.058
N: 0.755 -4.899 0.757
C: -0.091 -6.046 1.034
C: 0.410 -3.699 1.266
O: -0.572 -3.484 1.954
H: 1.655 -5.451 -1.043
H: 2.607 -5.799 0.422
H: 2.471 -4.132 -0.179
H: -1.097 -5.855 0.657
H: -0.151 -6.201 2.113
H: 0.315 -6.936 0.559
H: 1.117 -2.897 0.996

Output
- maximum force (eV/A) = 2.0
- HOMO energy (eV) = -8.6
- SMILES = CCCC1=C(C[C@@H](C)Cl)C(=O)C=CC1=O.CN(C)C=O.CN(C)C=O.CN(C)C=O.CN(C)C=O.CN(C)C=O.CN(C)C=O.CN(C)C=O
- gap between HOMO and LUMO (eV) = 8.749

> Which value of maximum force does entry 1 give?

14.2 eV/A

> The lowest maximum force belongs to which entry?

C41H37EuF5P2